(1)
A cluster of 3 separate species, C12H27N2O2S in total. Source: OMol25; level of theory: ωB97M-V with the def2-TZVPD basis set.

The geometry in XYZ format:
```
44
Properties=species:S:1:pos:R:3:forces:R:3:lowdin_charge:R:1
C 3.26074 -2.88174 1.10453 0.0 0.3 0.1 -0.152
C 3.15968 -1.43222 0.66172 0.0 -0.6 0.2 -0.501
S 1.66401 -0.53514 1.19633 0.0 0.5 0.1 0.913
C 0.73168 -1.69179 2.21520 -0.2 -0.3 -0.2 -0.423
C -0.42726 -2.28066 1.47695 0.5 0.3 0.1 -0.267
C -1.01425 -1.90052 0.31522 -0.1 -0.6 0.5 0.002
N -2.05127 -2.79869 0.10782 -0.1 0.1 -0.2 0.124
C -2.09915 -3.68072 1.09115 0.4 0.2 0.3 -0.040
N -1.10954 -3.38318 1.93717 -0.6 -0.1 -0.4 0.167
H 4.21115 -3.28381 0.77245 0.1 -0.1 -0.1 0.084
H 3.25678 -2.95916 2.18673 0.0 -0.1 0.2 0.067
H 2.46195 -3.49367 0.69587 -0.1 -0.1 -0.1 0.072
H 4.00653 -0.88490 1.05154 0.1 0.3 0.0 0.070
H 3.18076 -1.39833 -0.41758 0.0 0.2 -0.2 0.065
H 1.33468 -2.50934 2.59402 0.3 0.0 0.0 0.070
H 0.36150 -1.17206 3.09244 -0.1 0.3 0.1 0.090
H -0.74091 -1.07469 -0.30703 -0.1 0.1 -0.3 0.116
H -2.70092 -2.80778 -0.66395 0.1 0.1 -0.1 0.178
H -2.79646 -4.48493 1.19567 -0.2 -0.2 0.0 0.161
H -0.91187 -3.88584 2.78650 0.0 -0.1 0.1 0.188
C 1.79114 3.33656 -0.87981 -0.1 -0.1 0.1 -0.060
C 3.24912 3.01710 -0.58738 -0.1 0.1 -0.3 -0.493
C 4.18721 3.75970 -1.52483 0.1 -0.1 0.1 -0.058
O 3.47281 1.60602 -0.67779 0.0 -0.2 0.2 -0.084
H 1.53037 3.03288 -1.89750 0.0 0.1 0.0 0.083
H 1.13504 2.79456 -0.19710 0.0 0.0 0.0 0.069
H 1.59213 4.40377 -0.77952 0.0 0.0 0.0 0.083
H 3.47955 3.28369 0.44428 0.0 -0.1 0.0 0.139
H 3.99929 3.46885 -2.56200 -0.1 0.0 0.0 0.083
H 5.22571 3.51767 -1.29910 0.0 0.0 0.0 0.081
H 4.05566 4.83874 -1.44226 0.0 0.0 0.0 0.083
H 3.28034 1.33932 -1.58289 0.0 0.0 -0.1 0.087
C -4.11967 0.94204 0.46498 0.1 0.1 0.0 -0.060
C -3.96664 1.30348 -1.00442 -0.2 -0.3 0.1 -0.489
C -5.03813 0.64817 -1.86040 0.1 0.1 -0.1 -0.057
O -2.66493 0.93327 -1.46974 0.1 0.2 0.0 -0.055
H -4.02236 -0.14165 0.60264 -0.1 0.0 0.0 0.064
H -3.34231 1.42073 1.06134 0.0 0.0 0.0 0.081
H -5.09179 1.24815 0.85101 0.0 0.0 0.0 0.085
H -4.02049 2.38528 -1.11931 0.1 0.0 0.0 0.143
H -4.96847 -0.44302 -1.79163 0.0 0.0 0.1 0.073
H -4.91058 0.91829 -2.90809 0.0 0.0 0.0 0.085
H -6.03718 0.94698 -1.54332 0.0 0.0 0.0 0.086
H -2.59364 -0.02145 -1.38993 -0.1 -0.1 -0.1 0.048
```
Forces are in eV/Å.

As for the energy: -1131.3726 Eh. Its net charge is +1. As for the gap between HOMO and LUMO: 8.7 eV.

---

(2)
A cluster of 2 separate species, C12H27N2O6S2 in total. Source: OMol25; level of theory: ωB97M-V with the def2-TZVPD basis set.

The geometry in XYZ format:
```
49
Properties=species:S:1:pos:R:3:forces:R:3:lowdin_charge:R:1
C 4.56722 -0.29005 -0.74613 -0.6 -0.4 -0.2 -0.167
C 3.56724 0.33494 -1.93240 0.8 -2.4 0.5 -0.300
S 2.82074 1.89099 -1.20555 1.3 3.2 4.4 0.643
O 4.04071 2.79564 -0.77415 -3.6 -2.9 -2.5 -0.452
O 2.10048 1.50562 0.10868 1.1 0.2 -4.1 -0.451
N 1.87913 2.85374 -2.31552 -1.2 -3.1 1.1 -0.357
S 0.42253 2.04703 -2.83652 1.1 -2.0 -5.5 0.642
O 0.22578 2.43976 -4.35295 0.3 -0.2 5.2 -0.468
O 0.47324 0.50142 -2.80183 -0.4 3.7 1.3 -0.458
C -1.14993 2.64319 -1.96702 -0.6 1.0 0.7 -0.254
C -1.20682 2.27143 -0.37158 -0.5 -0.2 0.3 -0.217
C -2.70702 1.82588 0.17085 0.4 -0.9 0.8 -0.188
C -3.35822 0.55002 -0.63477 -0.9 0.6 0.3 -0.247
N -2.36257 -0.58254 -0.76785 -1.0 -0.5 -2.0 -0.019
C -2.99882 -1.81103 -1.42913 0.8 -3.8 3.4 -0.307
C -3.63258 -1.61943 -2.93005 0.7 0.0 0.5 -0.044
O -2.94788 -2.95005 -0.72732 -0.7 6.7 -4.8 -0.046
H 4.12574 -0.12646 0.34164 1.0 0.0 -2.5 0.082
H 5.64442 0.15093 -0.86803 -2.2 -0.9 0.5 0.076
H 4.55376 -1.46587 -0.91417 0.3 2.5 0.3 0.075
H 4.21923 0.49350 -2.89136 -1.6 0.2 1.8 0.109
H 2.77516 -0.53441 -2.13563 1.3 2.6 0.3 0.105
H -1.15846 3.82543 -2.11821 0.1 -2.6 0.3 0.119
H -2.06347 2.20534 -2.56420 2.1 0.7 1.0 0.100
H -0.91702 3.25222 0.22176 -0.3 -2.3 -1.1 0.126
H -0.49536 1.35044 -0.10577 -1.3 2.3 -0.7 0.100
H -3.47014 2.71117 0.24340 1.4 -1.6 -0.4 0.108
H -2.53208 1.44880 1.28976 -0.4 0.9 -2.4 0.116
H -4.29537 0.11678 -0.03601 2.0 1.1 -1.2 0.138
H -3.74015 0.92813 -1.67424 0.5 -0.6 1.7 0.094
H -1.65098 -0.26006 -1.48039 -0.6 -0.4 0.9 0.096
H -3.13805 -2.42842 -3.63749 -1.3 1.6 1.6 0.099
H -4.79657 -1.73992 -2.83115 2.3 0.1 -0.4 0.093
H -3.34539 -0.53868 -3.34756 -0.7 -2.5 1.0 0.090
C 1.69897 -1.94882 4.73575 0.1 0.1 0.0 -0.088
C 0.26561 -2.18034 4.28611 0.0 0.3 -0.2 -0.286
O -0.32721 -1.04045 3.66901 -0.1 -0.2 0.4 -0.167
C 0.31116 -0.55298 2.49100 0.1 -0.1 -0.3 -0.266
C 0.37004 -1.57511 1.36843 -0.1 -0.2 0.0 -0.073
H 1.74990 -1.10379 5.43396 0.0 -0.2 -0.1 0.080
H 2.09240 -2.84142 5.23294 -0.1 0.1 0.0 0.071
H 2.35731 -1.71699 3.89622 0.0 -0.1 0.0 0.065
H -0.34393 -2.41417 5.16481 -0.1 0.2 -0.2 0.112
H 0.19534 -3.04836 3.62365 0.1 0.0 -0.1 0.103
H 1.30923 -0.17294 2.73272 0.0 0.0 -0.1 0.106
H -0.27268 0.31048 2.15109 0.0 -0.2 0.2 0.105
H 0.94869 -2.45838 1.64909 0.1 0.1 0.0 0.062
H 0.83458 -1.13793 0.47964 -0.1 0.1 0.1 0.070
H -0.63790 -1.91422 1.10646 0.1 0.1 0.0 0.067
```
Forces are in eV/Å.

As for the energy: -1830.5672 Eh. Its net charge is -1. The calculation puts the relative energy (zero: lowest compared OMol25 entry of this formula, charge and spin) at 136.14 kcal per mole. As for the gap between HOMO and LUMO: 8.8 eV.

---

(3)
A cluster of 3 separate species, C12H27N3O4S in total. Source: OMol25; level of theory: ωB97M-V with the def2-TZVPD basis set.

The geometry in XYZ format:
```
47
Properties=species:S:1:pos:R:3:forces:R:3:lowdin_charge:R:1
C 1.53870 2.94641 5.11079 0.0 -0.1 0.8 -0.125
C 1.95751 1.40197 5.37007 0.3 0.9 -0.2 -0.222
C 3.18242 0.94630 4.43692 -0.8 -0.4 2.4 -0.280
N 2.84164 0.90561 2.97594 2.1 -0.2 -0.3 -0.329
S 3.07622 -0.75793 2.44034 -0.6 -0.8 -0.4 0.828
C 3.68416 1.78484 2.18134 1.1 2.1 -1.1 -0.524
O 4.19076 2.84681 2.55712 -1.6 -3.1 -0.1 0.091
O 3.90855 1.41358 0.81393 -1.4 0.3 1.9 -0.126
C 2.69908 1.65525 0.02471 -1.0 0.0 -0.8 -0.221
C 2.12834 0.32933 -0.65562 0.0 -0.2 0.4 -0.124
H 0.64491 3.05089 4.42127 1.3 -0.1 0.6 0.067
H 2.42795 3.56565 4.74591 -1.3 -1.0 0.2 0.074
H 1.23716 3.42211 6.11288 0.3 -0.7 -1.4 0.069
H 2.32191 1.35830 6.45890 -0.5 -0.2 -1.6 0.107
H 1.05696 0.69841 5.25816 1.4 1.0 0.1 0.107
H 3.42239 -0.13197 4.74566 -0.2 1.7 -0.5 0.078
H 4.08293 1.58076 4.70361 -1.1 -0.5 -0.8 0.128
H 1.85948 -1.43656 2.61719 0.7 1.4 0.1 -0.088
H 1.94206 2.15879 0.72619 0.8 -0.8 -1.2 0.131
H 2.94929 2.40522 -0.80918 -0.1 -1.0 1.4 0.129
H 2.98146 -0.33311 -1.04829 -1.1 1.2 0.5 0.094
H 1.40182 0.56109 -1.50960 1.2 -0.1 1.3 0.070
H 1.55469 -0.33968 0.07311 0.8 1.2 -1.0 0.036
C -1.65163 -3.94808 -3.25037 -0.3 -0.1 0.4 -0.067
N -1.21153 -2.95774 -2.28739 0.3 0.3 -0.2 -0.002
C -0.23487 -2.02065 -2.43223 -0.1 0.2 0.5 -0.525
C 0.50626 -1.97171 -3.74080 0.1 0.1 0.0 0.002
O 0.01578 -1.25096 -1.51150 -0.4 -0.4 -0.4 -0.006
H -2.71366 -3.78810 -3.44735 0.0 -0.2 -0.2 0.084
H -1.51529 -4.93831 -2.81155 0.0 -0.1 -0.2 0.085
H -1.09884 -3.88851 -4.18515 0.0 0.1 0.2 0.078
H -1.66387 -2.93096 -1.38483 0.1 -0.1 0.0 0.136
H 1.25053 -1.17708 -3.70517 -0.1 -0.1 0.1 0.083
H 1.01927 -2.91945 -3.91568 -0.1 0.0 -0.2 0.089
H -0.18834 -1.76012 -4.55614 0.1 -0.2 -0.1 0.090
C -3.10019 0.16458 -0.89472 0.3 -0.4 0.0 -0.071
N -3.68095 -0.61383 -1.96915 -0.4 0.3 -0.2 0.009
C -4.61867 -0.22785 -2.87582 0.0 -0.6 -0.2 -0.554
C -5.14784 1.17853 -2.78793 -0.1 0.1 -0.1 -0.013
O -5.00477 -1.01736 -3.72797 0.0 0.2 0.1 0.020
H -2.02060 0.20604 -1.05095 0.0 0.1 0.3 0.068
H -3.30733 -0.34617 0.04799 0.1 0.2 0.1 0.085
H -3.49882 1.17606 -0.85259 -0.1 -0.2 -0.1 0.076
H -3.37395 -1.56726 -2.08999 0.0 0.1 0.0 0.108
H -5.88494 1.33681 -3.57396 0.1 -0.2 0.0 0.084
H -5.63168 1.33641 -1.82198 0.1 0.1 0.0 0.085
H -4.33445 1.89360 -2.92609 -0.1 0.1 0.2 0.085
```
Forces are in eV/Å.

As for the energy: -1336.7881 Eh. Its net charge is 0. Its SMILES is CCCN(S)C(=O)OCC.CNC(C)=O.CNC(C)=O. As for the gap between HOMO and LUMO: 9.5 eV.